(1)
Here is a structure of composition C36H38O2P2Zn from the OMol25 dataset. Energies are from the ωB97M-V functional and the def2-TZVPD basis.

For the HOMO energy, the calculation gives -0.2737 hartree. For the energy above the lowest of the compared OMol25 structures with the same formula, charge and spin, the calculation gives 0.0000 eV. The HOMO-LUMO gap comes out at 7.487 eV.

```
79
Properties=species:S:1:pos:R:3:forces:R:3:lowdin_charge:R:1
Zn 5.2985 4.2104 -0.3256 -2.5 -0.4 -1.2 0.4091
C 0.5060 -0.7904 2.2206 0.4 -0.2 0.4 -0.1020
C 1.5325 -0.9143 3.0815 -0.9 0.8 -0.3 -0.1173
C 2.6565 -1.9075 3.1882 0.3 -0.1 0.5 -0.2050
C 3.7188 -1.8881 2.0779 0.1 -0.1 0.1 -0.1918
C 3.3443 -2.4271 0.7210 -0.2 0.0 -0.2 -0.1053
C 2.1695 -2.9204 0.3108 0.7 -0.1 -0.2 -0.1119
C 0.8917 -3.0738 1.0848 -0.6 0.2 -0.2 -0.2024
C 0.0740 -1.7578 1.1661 0.1 -0.4 -0.5 -0.1955
C 4.6068 2.4754 -1.1633 0.3 -0.4 0.5 -0.2151
H -0.1454 0.0948 2.2717 0.4 -0.3 0.3 0.1091
H 1.6031 -0.1282 3.8402 -0.1 -0.2 -0.3 0.0774
H 2.3096 -2.9377 3.3200 0.1 0.2 0.1 0.0997
H 3.1705 -1.6191 4.1229 0.0 -0.4 -0.3 0.1092
H 4.1295 -0.8735 1.9757 -0.2 -0.1 -0.1 0.1072
H 4.5667 -2.4806 2.4496 -0.1 0.0 -0.1 0.1085
H 4.1759 -2.3933 0.0002 -0.5 0.0 0.2 0.1002
H 2.0999 -3.2800 -0.7270 0.2 0.3 0.4 0.1018
H 1.0473 -3.4676 2.0940 -0.1 0.0 -0.4 0.0945
H 0.2747 -3.8121 0.5469 0.2 0.2 0.2 0.1067
H 0.0777 -1.2393 0.1867 0.0 -0.3 0.3 0.1209
H -0.9767 -2.0400 1.3361 0.2 0.2 0.1 0.1087
H 4.5519 2.6371 -2.2589 0.1 -0.2 0.5 -0.0103
H 3.6245 2.1559 -0.7789 0.4 0.5 -0.2 -0.0209
H 5.3228 1.6698 -0.9305 -0.3 0.0 -0.5 -0.0357
P 5.8799 4.5850 1.8521 -0.5 -0.3 1.6 0.9931
P 7.5177 3.7609 -0.8090 2.0 0.2 -0.8 0.9838
C 7.1951 3.3527 1.9115 1.0 -0.4 -0.4 -0.2819
C 8.0272 3.2145 0.8485 -0.5 0.2 1.1 -0.2959
C 6.5671 5.9446 2.8289 0.5 0.7 0.2 -0.3747
C 7.4562 5.6710 3.8763 0.2 0.3 -0.1 -0.0918
C 8.0486 6.7090 4.5996 -0.1 0.0 0.0 -0.0754
C 7.7278 8.0379 4.3111 -0.3 -0.2 -0.2 -0.0791
C 6.7864 8.3111 3.3112 0.0 0.0 0.1 -0.0763
C 6.2038 7.2764 2.5738 0.2 -0.3 0.1 -0.0766
C 4.6147 3.9561 3.0078 -0.5 -0.5 0.1 -0.3303
C 3.9485 2.7868 2.6026 0.0 0.3 0.1 -0.1003
C 2.8563 2.3025 3.3176 0.2 -0.2 0.1 -0.0681
C 2.5096 2.8745 4.5442 0.3 0.2 -0.4 -0.0687
C 3.1761 4.0344 4.9605 -0.1 -0.2 0.0 -0.0825
C 4.1958 4.5973 4.1864 0.0 -0.1 -0.2 -0.0743
C 9.1284 4.5224 -1.3145 0.2 0.3 0.1 -0.3378
C 9.6986 5.5080 -0.4822 0.1 -0.5 -0.4 -0.0978
C 11.0491 5.8315 -0.6282 0.0 -0.1 -0.2 -0.0821
C 11.8218 5.2041 -1.6190 -0.3 0.1 0.1 -0.0851
C 11.2216 4.3135 -2.5156 0.0 0.4 0.2 -0.0762
C 9.8678 4.0045 -2.3870 0.2 0.1 0.4 -0.0845
C 7.6374 2.1810 -1.7243 -0.2 -0.3 -0.4 -0.4011
C 7.2300 2.1792 -3.0747 0.1 -0.4 0.5 -0.1275
C 7.0984 0.9677 -3.7560 0.2 0.1 0.2 -0.0682
C 7.3644 -0.2403 -3.0959 0.1 0.2 0.1 -0.0735
C 7.8559 -0.2292 -1.7875 0.0 0.2 -0.1 -0.0725
C 8.0124 0.9808 -1.1055 -0.2 0.1 -0.4 -0.0841
H 7.3106 2.7999 2.8496 0.5 0.3 -0.2 0.0887
H 9.0312 2.7689 0.9274 -0.7 -0.3 0.1 0.0978
H 7.6898 4.6365 4.1203 0.1 0.3 0.0 0.1010
H 8.7496 6.4765 5.4039 -0.2 0.1 -0.3 0.1067
H 8.1904 8.8504 4.8773 -0.2 -0.3 -0.2 0.1066
H 6.4930 9.3425 3.1164 0.1 -0.3 0.0 0.1060
H 5.4595 7.4789 1.8037 0.2 0.1 0.1 0.1132
H 4.2737 2.2707 1.6988 -0.3 0.2 0.0 0.0921
H 2.2781 1.4802 2.8908 0.4 0.3 0.3 0.0825
H 1.7320 2.4126 5.1574 0.1 0.3 -0.2 0.1053
H 2.8822 4.5080 5.8964 0.1 0.0 -0.2 0.1009
H 4.6576 5.5342 4.5032 -0.1 -0.3 -0.1 0.1013
H 9.0882 5.9713 0.2968 0.3 -0.1 -0.1 0.1037
H 11.5052 6.5657 0.0387 -0.1 -0.2 -0.2 0.1046
H 12.8886 5.4272 -1.6976 -0.4 -0.1 0.0 0.1035
H 11.8083 3.8502 -3.3089 -0.1 0.2 0.2 0.1062
H 9.4037 3.3199 -3.0928 0.2 0.1 0.3 0.0898
H 7.0108 3.1282 -3.5731 -0.1 -0.3 0.1 0.1198
H 6.7969 0.9703 -4.8041 0.0 -0.1 0.3 0.1083
H 7.1950 -1.1897 -3.6049 0.1 0.3 0.1 0.1045
H 8.1284 -1.1560 -1.2801 -0.1 0.2 -0.2 0.1058
H 8.4266 0.9863 -0.0978 -0.3 -0.1 -0.2 0.0929
O 3.6799 5.3833 -0.2352 -0.7 0.2 0.3 -0.2447
C 2.5431 4.8841 0.1709 0.2 -1.0 0.1 -0.5005
O 2.3007 3.6988 0.4642 0.2 2.0 -0.3 -0.0698
H 1.7271 5.6570 0.2593 0.5 -0.4 -0.1 0.1230
```
Forces are in eV/Å.

***

(2)
Here is a cluster of 5 separate species, C36H39BClNO7P in total from the OMol25 dataset. Energies are from the ωB97M-V functional and the def2-TZVPD basis.

For the HOMO energy, the calculation gives -0.1911 hartree. The net charge is -1. The HOMO-LUMO gap comes out at 7.466 eV.

```
86
Properties=species:S:1:pos:R:3:forces:R:3:lowdin_charge:R:1
C 3.2337 2.8557 1.3096 -0.3 -0.3 1.2 -0.0230
B 2.0487 1.7876 1.7278 0.1 2.5 0.2 -0.6499
O 0.9789 2.3218 2.5147 0.9 -1.0 -2.1 0.0600
N 2.2455 0.3661 1.2823 -1.0 -2.7 2.0 -0.1371
P 3.1125 -0.4463 2.5645 1.8 -0.4 -0.3 0.7005
O 3.1053 -2.1708 2.3453 -0.3 2.0 0.2 -0.3592
Cl 2.0972 -0.2142 4.4574 -0.2 -0.3 -0.6 0.1595
C 1.0178 -0.3057 0.7848 -2.7 -0.8 -1.3 -0.3253
C -0.0836 -0.6968 1.8705 -2.0 0.2 1.3 -0.1222
O 0.1404 -2.0231 2.4757 2.9 0.5 -2.4 -0.2642
O -0.8586 -2.2484 3.3757 -2.5 -0.2 2.0 -0.0660
C 1.3043 -1.5934 -0.1784 0.2 0.4 -0.1 -0.0262
C 0.1351 -1.8890 -1.2345 0.6 -0.2 -3.6 -0.2754
O 0.4836 -2.0329 -2.4508 -1.4 0.4 4.4 0.0152
C -1.4237 -2.0599 -0.9213 -2.5 -0.7 1.7 -0.0808
C -2.4853 -1.1158 -1.6036 -0.8 -2.6 2.2 0.0123
C -3.9787 -1.2835 -1.2598 3.3 -2.3 1.7 -0.0569
C -4.3710 -2.4065 -0.2086 2.6 0.3 -0.5 -0.0926
C -3.3546 -3.3393 0.4779 1.6 2.9 -2.8 -0.0738
C -1.8350 -3.1602 0.1052 -2.4 2.4 -1.6 -0.0176
C 0.3122 0.7690 -0.2178 -4.0 3.8 -3.0 -0.5102
O 0.8849 1.1537 -1.3130 -0.2 -2.0 3.6 -0.0577
O -0.9524 1.2962 0.0231 5.0 -2.8 0.8 -0.1629
H 3.8466 3.0194 2.2814 -0.6 -0.2 -1.6 0.0778
H 3.8784 2.4490 0.4636 -0.8 0.8 1.2 0.0707
H 2.7382 3.8618 1.0887 0.8 -1.4 0.1 0.0510
H 0.0888 2.0761 2.1679 0.6 -0.1 0.2 0.0940
H 3.8692 -2.4936 2.8759 -0.6 0.5 -0.5 0.0231
H -0.1558 0.0254 2.7654 0.4 -0.8 -1.5 0.1099
H -1.1608 -0.7556 1.4521 2.0 0.4 0.1 0.1346
H -0.6594 -3.0886 3.8442 0.5 0.8 -0.8 0.1164
H 2.2480 -1.3249 -0.7885 -1.7 -0.6 0.8 0.1434
H 1.4783 -2.5571 0.4048 -0.2 1.4 -0.5 0.1112
H -2.0750 -0.3248 -2.3332 -0.9 -1.4 1.4 0.0997
H -4.7495 -0.5781 -1.7374 1.3 -1.4 1.0 0.0909
H -5.4706 -2.5292 0.0870 1.8 0.3 -0.6 0.0755
H -3.6573 -4.1245 1.2573 0.4 1.4 -1.4 0.0827
H -1.0188 -3.8031 0.5979 -1.5 1.2 -0.8 0.1020
C -2.1639 2.4461 -6.6687 0.0 0.0 0.1 -0.1115
C -3.4709 2.7589 -6.3080 0.0 0.0 0.0 -0.1168
C -3.8719 2.6466 -4.9805 0.1 0.0 0.0 -0.1069
C -2.9620 2.2307 -4.0127 -0.1 0.0 -0.1 -0.0909
C -1.6541 1.9210 -4.3707 0.1 -0.1 0.0 -0.0766
C -1.2561 2.0249 -5.7004 -0.2 0.1 0.0 -0.0906
H -1.8518 2.5305 -7.7047 0.0 0.0 0.1 0.0924
H -4.1778 3.0897 -7.0624 0.0 0.0 0.0 0.0914
H -4.8928 2.8837 -4.6996 0.1 0.0 0.0 0.0938
H -3.2721 2.1474 -2.9761 0.1 0.0 0.0 0.1036
H -0.9445 1.5984 -3.6137 0.0 0.1 0.0 0.1007
H -0.2380 1.7788 -5.9822 -0.1 0.0 0.1 0.1008
C 2.7436 8.2905 1.0593 0.0 0.0 0.1 -0.0993
C 2.3899 6.9885 1.3997 0.0 0.0 0.0 -0.0891
C 2.4094 6.5870 2.7317 0.0 0.0 0.0 -0.0853
C 2.7736 7.4913 3.7252 0.0 0.0 -0.1 -0.0977
C 3.1238 8.7945 3.3852 0.0 0.0 0.0 -0.1094
C 3.1131 9.1933 2.0522 0.0 -0.1 0.0 -0.1093
H 2.7315 8.6021 0.0201 0.0 0.0 0.1 0.0981
H 2.0994 6.2855 0.6258 0.0 0.1 0.1 0.1009
H 2.1400 5.5698 2.9961 0.0 0.1 0.0 0.1001
H 2.7842 7.1797 4.7644 0.0 0.0 -0.1 0.0983
H 3.4062 9.4999 4.1603 0.0 -0.1 -0.1 0.0944
H 3.3914 10.2077 1.7868 0.0 -0.1 0.0 0.0942
C -6.7302 -2.5940 -4.2253 -0.1 -0.1 0.1 -0.0909
C -8.1120 -2.4315 -4.2724 0.0 -0.1 0.1 -0.1035
C -8.9181 -3.0422 -3.3167 0.1 0.0 0.0 -0.1083
C -8.3406 -3.8074 -2.3079 0.0 0.1 -0.1 -0.1027
C -6.9592 -3.9657 -2.2618 -0.1 -0.1 0.1 -0.1072
C -6.1539 -3.3651 -3.2198 0.0 0.0 -0.1 -0.0995
H -6.1020 -2.1198 -4.9721 0.0 0.0 0.1 0.1026
H -8.5608 -1.8284 -5.0552 0.0 -0.1 0.1 0.0964
H -9.9955 -2.9207 -3.3567 0.1 0.0 0.0 0.0946
H -8.9672 -4.2795 -1.5583 0.0 0.0 -0.1 0.0960
H -6.5089 -4.5615 -1.4744 0.0 0.1 -0.1 0.0979
H -5.0779 -3.4949 -3.1816 -0.1 0.1 0.0 0.1027
C 7.3081 -3.4277 3.5577 0.0 -0.1 0.0 -0.0952
C 6.3941 -4.0156 4.4266 0.0 0.0 -0.1 -0.1026
C 6.3423 -5.4005 4.5509 0.1 0.0 -0.1 -0.0979
C 7.2121 -6.1977 3.8129 0.0 0.1 0.0 -0.1008
C 8.1288 -5.6096 2.9468 0.0 0.1 0.0 -0.1004
C 8.1742 -4.2252 2.8156 -0.1 -0.1 0.1 -0.0963
H 7.3457 -2.3479 3.4585 0.0 -0.1 0.0 0.1028
H 5.7203 -3.3933 5.0073 0.1 0.0 0.0 0.1014
H 5.6249 -5.8587 5.2234 0.1 0.0 0.0 0.0996
H 7.1752 -7.2773 3.9133 0.0 0.1 0.0 0.0978
H 8.8080 -6.2314 2.3725 -0.1 0.1 0.0 0.0982
H 8.8851 -3.7674 2.1362 -0.1 0.0 0.1 0.0999
```
Forces are in eV/Å.